The following is a DFT calculation (ωB97M-V with the def2-TZVPD basis set) of a structure of composition C39H53CsN5O5P2 in a non-equilibrium geometry.

Output
Total charge: -1
E_HOMO: -5.548 eV
Calculated total energy: -78125.4761 eV

Each line ends with the Löwdin charge.
Atoms and positions in Å:
1 Cs -0.23 0.82 0.45  1.16
2 C -2.56 -1.07 3.65  -0.04
3 C -1.14 -1.44 3.29  -0.21
4 C -0.06 -0.67 3.75  -0.22
5 C -0.29 0.64 4.47  -0.05
6 C 1.25 -1.07 3.49  -0.19
7 C 2.39 -0.26 4.07  -0.04
8 C 1.50 -2.21 2.72  -0.18
9 C 2.92 -2.60 2.37  -0.05
10 C 0.42 -2.97 2.24  -0.18
11 C 0.68 -4.24 1.46  -0.04
12 C -0.89 -2.57 2.50  -0.19
13 C -2.05 -3.32 1.88  -0.04
14 H -3.02 -0.45 2.88  0.09
15 H -2.60 -0.53 4.59  0.07
16 H -3.17 -1.97 3.77  0.07
17 H -0.10 0.55 5.55  0.09
18 H -1.30 1.01 4.34  0.07
19 H 0.39 1.39 4.08  0.05
20 H 2.55 0.64 3.48  0.06
21 H 3.31 -0.83 4.11  0.07
22 H 2.15 0.05 5.09  0.08
23 H 2.95 -3.17 1.44  0.06
24 H 3.38 -3.19 3.16  0.09
25 H 3.52 -1.71 2.22  0.07
26 H 0.79 -4.04 0.39  0.09
27 H -0.14 -4.95 1.59  0.07
28 H 1.59 -4.73 1.81  0.07
29 H -1.77 -3.71 0.90  0.07
30 H -2.91 -2.67 1.74  0.07
31 H -2.36 -4.16 2.51  0.09
32 N 2.06 0.18 -3.72  -0.12
33 P 1.46 -1.07 -2.70  1.05
34 C 3.12 -1.83 -2.29  -0.34
35 C 3.96 -2.47 -3.20  -0.10
36 C 5.21 -2.94 -2.81  -0.09
37 C 5.64 -2.77 -1.50  -0.10
38 C 4.82 -2.12 -0.59  -0.09
39 C 3.57 -1.66 -0.98  -0.11
40 C 0.98 -2.27 -4.01  -0.37
41 C 0.53 -1.86 -5.27  -0.10
42 C 0.17 -2.81 -6.22  -0.09
43 C 0.22 -4.16 -5.93  -0.11
44 C 0.63 -4.57 -4.67  -0.09
45 C 1.00 -3.63 -3.72  -0.11
46 C 2.26 1.44 -3.22  -0.39
47 C 2.62 2.53 -4.03  -0.02
48 C 2.81 3.76 -3.44  -0.08
49 C 2.64 3.89 -2.06  -0.07
50 C 2.31 2.75 -1.35  -0.15
51 N 2.13 1.56 -1.90  0.08
52 H 2.23 0.02 -4.70  0.09
53 H 3.64 -2.61 -4.23  0.10
54 H 5.85 -3.44 -3.53  0.10
55 H 6.61 -3.14 -1.20  0.10
56 H 5.16 -1.98 0.43  0.10
57 H 2.93 -1.15 -0.27  0.09
58 H 0.43 -0.81 -5.49  0.09
59 H -0.18 -2.47 -7.20  0.10
60 H -0.07 -4.89 -6.68  0.09
61 H 0.66 -5.63 -4.43  0.10
62 H 1.33 -3.95 -2.74  0.10
63 H 2.74 2.39 -5.10  0.10
64 H 3.09 4.61 -4.04  0.10
65 H 2.77 4.83 -1.56  0.10
66 H 2.21 2.79 -0.27  0.06
67 C -5.40 0.27 -1.75  -0.03
68 C -5.33 1.78 -1.52  -0.63
69 C -5.73 2.12 -0.09  -0.03
70 C -6.26 2.50 -2.50  -0.03
71 O -4.01 2.25 -1.86  -0.16
72 P -2.68 2.03 -0.95  0.14
73 O -1.53 2.07 -1.91  -0.39
74 O -2.77 0.83 -0.07  -0.55
75 O -2.67 3.29 0.06  -0.18
76 C -2.48 4.69 -0.24  -0.61
77 C -1.40 4.95 -1.30  -0.03
78 C -2.04 5.32 1.08  -0.03
79 C -3.80 5.29 -0.70  -0.03
80 H -6.40 -0.11 -1.54  0.08
81 H -4.68 -0.22 -1.11  0.07
82 H -5.16 0.04 -2.79  0.09
83 H -6.72 1.71 0.12  0.09
84 H -5.75 3.20 0.07  0.07
85 H -5.01 1.68 0.61  0.07
86 H -7.28 2.14 -2.39  0.08
87 H -5.91 2.32 -3.52  0.09
88 H -6.23 3.58 -2.32  0.08
89 H -0.44 4.54 -0.98  0.08
90 H -1.29 6.03 -1.44  0.09
91 H -1.67 4.49 -2.24  0.08
92 H -1.10 4.88 1.41  0.07
93 H -2.80 5.14 1.85  0.09
94 H -1.90 6.39 0.96  0.09
95 H -4.12 4.81 -1.63  0.07
96 H -3.69 6.37 -0.87  0.09
97 H -4.57 5.14 0.06  0.08
98 N 1.52 2.22 2.08  -0.09
99 C 1.76 3.37 2.17  -0.42
100 N 2.14 4.58 2.33  0.05
101 C 1.66 5.71 1.91  -0.45
102 N 1.31 6.76 1.57  0.06
103 O -0.96 -0.04 -3.42  -0.13
104 H -1.64 -0.61 -3.04  0.05
105 H -1.10 0.82 -2.95  -0.01